A structure of composition C25H28FN3O3Pd, computed with ωB97M-V/def2-TZVPD.

## Properties
- Spin multiplicity: 5
- Relative energy (zero: lowest compared OMol25 entry of this formula, charge and spin): 0.0 kcal/mol
- Orbital gap (alpha / beta): 6.1 / 7.7 eV

The geometry in XYZ format:
```
61
C25H28FN3O3Pd | the Open Molecules 2025 dataset | ωB97M-V/def2-TZVPD
Pd 0.821 -0.156 0.385
C -2.604 2.083 6.367
C -2.147 3.317 5.601
C -3.324 4.240 5.322
C -2.861 5.484 4.585
C -2.147 5.093 3.321
C -2.133 5.927 2.228
C -1.473 5.544 1.065
F -1.487 6.394 0.021
C -0.834 4.346 0.956
C -0.834 3.479 2.058
C -0.152 2.189 1.932
O 0.318 1.888 0.805
C -0.096 1.399 3.114
C -0.778 1.832 4.218
N -1.483 2.967 4.317
C -1.491 3.849 3.240
C 0.705 0.115 3.337
O 0.623 -0.409 4.437
O 1.513 -0.248 2.406
H -3.223 2.407 7.202
H -1.781 1.504 6.780
H -3.203 1.433 5.728
H -1.414 3.865 6.202
H -3.785 4.504 6.273
H -4.070 3.700 4.731
H -2.185 6.057 5.228
H -3.701 6.137 4.348
H -2.637 6.885 2.257
H -0.337 4.045 0.045
H -0.738 1.186 5.082
C -1.008 -0.989 0.514
C -1.695 -2.206 0.540
C -1.117 -3.349 1.158
C -1.789 -4.552 1.199
C -3.061 -4.676 0.643
C -3.655 -3.568 0.043
C -2.996 -2.357 -0.011
H -0.139 -3.249 1.613
H -1.326 -5.407 1.678
H -3.584 -5.622 0.681
H -4.645 -3.658 -0.389
H -3.461 -1.501 -0.481
C 5.072 1.741 -2.645
C 4.851 1.267 -1.213
C 5.669 -0.002 -0.955
C 5.250 2.366 -0.233
N 3.396 1.041 -1.100
N 2.948 0.535 0.151
H 6.126 1.961 -2.816
H 4.488 2.640 -2.841
H 4.771 0.971 -3.361
H 6.729 0.191 -1.126
H 5.360 -0.806 -1.627
H 5.575 -0.354 0.075
H 6.294 2.642 -0.384
H 5.147 2.039 0.804
H 4.630 3.250 -0.386
H 3.103 0.380 -1.810
H 2.918 1.296 0.820
H 3.563 -0.180 0.538
```

Results of the natural (NBO) charge analysis, in e, for atoms 1 through 4: number 1, Pd, carries 1.0790; number 2, C, carries -0.6211; number 3, C, carries -0.0238; number 4, C, carries -0.4005

---

An isolated molecule of C4H11N3 at a distorted geometry, computed with ωB97M-V/def2-TZVPD.

## Properties
- Relative energy (zero: lowest compared OMol25 entry of this formula, charge and spin): 54.1 kcal/mol
- Orbital gap: 9.9 eV
- Structure (SMILES): N/C=N/CCCN

The geometry in XYZ format:
```
18
C4H11N3 | the Open Molecules 2025 dataset | ωB97M-V/def2-TZVPD
N 0.453 -3.209 1.021
C 0.941 -2.223 0.078
N 0.269 -1.206 -0.214
C 0.867 0.035 -0.655
C -0.226 0.994 -1.139
C -1.211 1.438 -0.083
N -0.607 2.109 1.057
H -0.504 -3.202 0.646
H 0.305 -2.797 1.937
H 1.978 -2.348 -0.250
H 1.574 -0.110 -1.488
H 1.510 0.428 0.135
H 0.289 1.886 -1.502
H -0.788 0.399 -1.858
H -2.020 1.975 -0.610
H -1.815 0.646 0.379
H -1.271 2.580 1.645
H 0.255 2.603 0.900
```

Results of the natural (NBO) charge analysis, in e, for atoms 1 through 4: number 1, N, carries -0.8613; number 2, C, carries 0.2975; number 3, N, carries -0.4652; number 4, C, carries -0.2443